# C28H66BrFN4O9SSi2

C28H66BrFN4O9SSi2 as an isolated structure at a distorted geometry (wB97M-V/def2-TZVPD, the Open Molecules 2025 dataset).

Computed properties:
E_LUMO = 0.3352 eV
Kohn-Sham gap = 9.3 eV
Highest occupied orbital energy = -8.99 eV
Charge = 0

Element x y z (Å)
C  2.990  2.153  1.777
C  2.053  2.397  1.087
C  0.928  2.656  0.200
Si  -0.599  3.236  1.120
Br  -1.914  4.079  -0.490
C  -0.188  4.610  2.308
C  -1.346  5.556  2.640
C  -2.384  4.921  3.546
S  -3.618  6.142  4.118
O  -1.364  2.067  1.993
Si  -1.590  0.480  1.510
C  -2.978  -0.189  2.602
O  -3.305  -1.487  2.102
O  -3.412  -2.391  3.215
C  -2.058  0.255  -0.300
C  -3.442  0.697  -0.653
O  -4.418  0.529  0.027
O  -3.510  1.304  -1.863
C  -0.073  -0.555  1.902
C  0.271  -0.421  3.396
C  0.104  -1.719  4.162
F  1.591  0.025  3.547
H  3.815  1.845  2.380
H  1.193  3.491  -0.456
H  0.754  1.803  -0.457
H  0.090  4.095  3.231
H  0.700  5.149  1.983
H  -1.842  5.942  1.752
H  -0.943  6.423  3.163
H  -1.934  4.543  4.459
H  -2.934  4.127  3.051
H  -3.603  6.956  3.059
H  -2.660  -0.246  3.640
H  -3.848  0.465  2.545
H  -2.743  -3.055  2.998
H  -1.338  0.672  -1.002
H  -2.023  -0.827  -0.454
H  -4.336  1.812  -1.853
H  0.792  -0.303  1.292
H  -0.354  -1.591  1.715
H  -0.351  0.349  3.861
H  0.707  -1.713  5.063
H  -0.936  -1.838  4.460
H  0.400  -2.557  3.533
C  -0.555  1.185  -5.375
C  -1.090  1.846  -4.110
C  -1.787  3.193  -4.326
O  -0.921  4.285  -4.561
C  -0.469  4.424  -5.893
N  -0.007  1.956  -3.125
H  0.374  1.644  -5.716
H  -0.344  0.132  -5.192
H  -1.284  1.245  -6.188
H  -1.850  1.184  -3.688
H  -2.309  3.424  -3.394
H  -2.547  3.131  -5.118
H  -1.240  4.124  -6.609
H  0.439  3.844  -6.075
H  -0.236  5.476  -6.051
H  -0.404  2.310  -2.258
H  0.626  2.693  -3.426
C  -3.124  -3.110  7.440
C  -2.240  -4.001  6.573
C  -2.673  -5.472  6.544
O  -2.353  -6.209  7.705
C  -3.253  -6.065  8.787
N  -0.844  -3.837  6.988
H  -2.904  -3.233  8.500
H  -2.952  -2.063  7.195
H  -4.182  -3.324  7.280
H  -2.324  -3.634  5.544
H  -2.134  -5.968  5.732
H  -3.745  -5.562  6.322
H  -4.283  -5.948  8.437
H  -2.989  -5.218  9.424
H  -3.189  -6.972  9.387
H  -0.241  -4.329  6.334
H  -0.718  -4.335  7.865
C  0.750  -5.130  -6.506
C  0.209  -4.448  -5.254
C  -0.457  -3.092  -5.518
O  0.439  -2.026  -5.764
C  0.936  -1.943  -7.085
N  1.281  -4.359  -4.259
H  1.692  -4.690  -6.832
H  0.940  -6.183  -6.305
H  0.038  -5.067  -7.332
H  -0.570  -5.097  -4.840
H  -1.003  -2.803  -4.616
H  -1.193  -3.163  -6.331
H  0.186  -2.260  -7.816
H  1.844  -2.536  -7.214
H  1.189  -0.899  -7.271
H  0.899  -4.023  -3.380
H  1.920  -3.625  -4.554
C  6.303  2.297  -3.075
C  5.400  2.507  -1.863
C  5.838  1.737  -0.610
O  5.556  0.352  -0.627
C  6.485  -0.451  -1.329
N  4.015  2.214  -2.241
H  6.115  1.337  -3.557
H  6.116  3.072  -3.817
H  7.358  2.340  -2.797
H  5.450  3.568  -1.598
H  5.271  2.137  0.232
H  6.903  1.905  -0.396
H  7.504  -0.065  -1.226
H  6.233  -0.530  -2.389
H  6.445  -1.450  -0.896
H  3.404  2.466  -1.470
H  3.914  1.206  -2.322